This record from OMol25 describes a 5-piece molecular cluster, C4H14O4 overall. The level of theory is ωB97M-V/def2-TZVPD.

Geometry as XYZ:
```
22
Properties=species:S:1:pos:R:3:forces:R:3:lowdin_charge:R:1
H 3.941 -0.638 -0.448 0.1 0.0 -0.5 0.105
H -2.064 -1.241 0.872 0.6 -0.2 0.2 -0.019
C 1.065 1.755 1.966 -0.7 0.7 0.2 0.184
H -3.377 -1.401 1.704 0.2 0.1 -0.2 0.059
O -0.347 -0.464 -2.225 0.1 -0.3 0.3 -0.074
H -3.498 -1.475 -1.752 -0.2 -1.3 -0.5 0.044
H -0.170 -0.040 0.866 -0.3 -0.1 -0.1 0.019
H 1.372 2.230 -0.080 0.6 0.3 0.1 0.145
O -3.186 -0.593 -1.894 0.1 0.7 0.5 -0.042
O -0.310 -0.960 0.625 0.5 -0.1 0.3 -0.042
C 3.329 0.250 -0.520 0.0 0.4 0.4 0.242
C 1.678 1.612 0.760 -0.1 -1.0 -0.6 -0.086
H -0.272 -0.962 -0.342 0.1 0.0 -0.6 0.021
C 2.479 0.473 0.555 -0.1 -0.6 -0.5 -0.066
H -3.432 -0.279 -1.012 0.2 0.6 0.2 0.030
H 0.353 2.567 2.070 0.1 0.0 0.3 0.109
H 2.365 -0.398 1.200 0.2 0.5 0.5 0.134
O -2.966 -0.940 0.962 -1.2 0.3 0.1 -0.060
H -0.381 -1.265 -2.768 0.1 0.3 0.0 0.066
H -1.287 -0.295 -2.035 -0.3 0.0 -0.3 0.009
H 3.479 0.976 -1.310 0.0 -0.1 -0.1 0.110
H 1.229 1.091 2.805 0.1 0.0 0.0 0.114
```
Positions in Å, forces in eV/Å.

## Properties
**Multiplicity**: 2
**LUMO (alpha / beta)**: -0.2072 / -0.3139 Eh
**Charge**: +1
**Energy relative to the best compared isomer or geometry (same formula, charge and spin)**: 9.01 kcal/mol
**E_HOMO (alpha / beta)**: -14.0 / -14.0 eV
**Kohn-Sham gap (alpha / beta)**: 8.38 / 5.48 eV
**⟨S²⟩**: 0.79